1.
A 19-piece molecular cluster, BF4H36O18 overall in a non-equilibrium geometry. Source: the Open Molecules 2025 dataset; level of theory: ωB97M-V with the def2-TZVPD basis set.

Geometry as XYZ:
```
59
Properties=species:S:1:pos:R:3:nbo_charge:R:1
F -1.1594 -1.2551 -0.1813 -0.550
F 0.1813 -0.2533 1.3978 -0.578
F -0.3187 0.8462 -0.4805 -0.553
F 1.0007 -0.9672 -0.4196 -0.574
O -3.2948 0.4385 1.5021 -0.989
O -0.2209 2.1081 -2.7775 -0.953
O -1.1787 -1.4874 -3.2993 -0.946
O -2.6669 2.6979 -0.3423 -1.018
O 0.0587 -2.8230 3.1073 -0.965
O -0.8563 2.5421 2.0992 -0.961
O -0.1615 -3.5519 -0.9161 -0.953
O -3.0697 0.5920 -2.1111 -0.968
O -1.3244 0.1979 3.6200 -0.945
O 3.4813 -0.1522 0.5915 -0.947
O 1.2978 -0.5802 -3.1510 -0.960
O 2.7335 -2.5845 -1.5369 -0.967
O 1.8458 -0.0882 3.4965 -0.973
O 1.7165 2.3684 0.2510 -0.980
O 3.1998 0.9869 -1.9952 -0.974
O -0.3527 4.1621 -0.4881 -0.956
O -4.0375 -1.3337 -0.2522 -0.931
O 2.2880 -2.6166 1.5571 -0.973
B -0.1310 -0.3886 0.0660 1.323
H -0.2030 1.5264 -2.0102 0.493
H 1.0060 -0.1788 3.0490 0.491
H -1.8554 3.2028 -0.3442 0.497
H -1.9309 0.8140 3.9446 0.476
H -0.1988 2.3442 1.4165 0.476
H 3.4811 0.5794 1.1504 0.456
H -1.0622 1.6516 2.3846 0.470
H 2.1929 -0.9669 3.6537 0.475
H -3.3363 -1.7522 -0.7318 0.498
H 0.1919 -3.2160 3.9814 0.476
H 0.4697 3.7189 -0.4872 0.494
H 2.1287 -1.9749 -1.1923 0.482
H -4.6945 -2.0539 -0.2188 0.463
H 1.5458 -0.0712 -3.9806 0.485
H -0.5129 -3.9812 -0.1534 0.451
H 2.3478 -3.3929 -1.3122 0.482
H -0.6943 -2.2336 3.1087 0.502
H 3.4247 0.2501 -0.2735 0.480
H -1.0943 -1.2513 -4.1896 0.448
H -0.3584 4.8982 -1.0904 0.471
H -2.7742 2.1322 0.4551 0.510
H 1.9887 -1.7137 1.3219 0.491
H 1.6008 -2.8505 2.1382 0.464
H -0.6661 0.4451 4.2840 0.483
H -0.2292 -2.6577 -0.5820 0.484
H 2.6204 2.5127 -0.0229 0.478
H -2.7551 1.4113 -1.7201 0.492
H 1.8606 -1.3434 -3.0789 0.513
H 1.4217 1.4858 0.0938 0.507
H -2.5390 -0.0758 1.8367 0.468
H 3.0556 1.8947 -2.2415 0.461
H 0.4711 2.7423 -2.5852 0.441
H -3.7530 -0.2188 0.9712 0.500
H 2.5448 0.4876 -2.4881 0.495
H -0.3812 -1.0797 -2.9866 0.481
H -2.3445 0.0571 -1.8376 0.454
```

Output
**HOMO-LUMO gap**: 8.864 eV
**ΔE to the lowest compared entry with this formula, charge and spin**: 0.194 eV
**Charge**: -1



2.
BF4H38KO19 as an isolated structure in a non-equilibrium geometry. Source: the Open Molecules 2025 dataset; level of theory: ωB97M-V with the def2-TZVPD basis set.

Geometry as XYZ:
```
63
Properties=species:S:1:pos:R:3:nbo_charge:R:1
K 0.1950 -0.1196 -0.2936 0.966
F -0.0223 1.4560 1.9587 -0.585
F 2.1374 0.9820 2.7276 -0.582
F 1.3006 3.1523 2.5047 -0.556
F 0.5681 1.8422 4.1410 -0.574
O -1.9502 3.2200 3.4332 -0.948
O -0.1170 -1.0076 -3.6232 -0.981
O -3.1230 -3.2489 -1.2001 -0.958
O -1.7488 1.6378 -3.3579 -0.958
O -0.4150 -2.7822 1.7844 -0.979
O 1.7801 -3.6769 3.3179 -0.934
O 4.1713 0.2091 -3.0993 -0.952
O -1.9804 -0.7186 2.6211 -0.992
O 1.6716 4.4738 0.3422 -0.979
O 4.4573 -2.9834 0.2743 -0.958
O -1.5355 2.5678 -0.5796 -1.005
O -4.2964 0.9034 1.9791 -0.937
O -1.8575 -3.2250 -3.5681 -0.993
O 1.8646 1.2712 -2.5027 -0.983
O 3.8645 3.1300 -1.2722 -0.954
O 0.5115 -3.0914 -1.0320 -0.985
O 3.7581 -1.0294 2.1852 -0.985
O -2.9289 -0.2196 -0.8335 -0.963
O -4.1064 2.8592 0.2494 -0.995
B 1.0102 1.8199 2.8018 1.339
H -2.7082 -2.4569 -0.8583 0.493
H 1.3808 3.7826 0.9370 0.480
H -1.0683 -3.4174 2.0779 0.489
H -1.6739 0.7519 -3.0032 0.458
H 4.6179 0.4419 -3.9134 0.492
H 1.6652 -2.8666 2.8215 0.473
H -3.8449 2.1647 0.8540 0.499
H -1.1205 3.2219 -0.0172 0.502
H -0.0847 -3.1409 0.9607 0.507
H -1.4236 2.4868 3.1148 0.480
H -3.6374 0.3651 2.4175 0.511
H -1.7517 2.2054 -2.5871 0.495
H 0.3454 -0.9953 -4.4612 0.473
H 4.1868 -2.2455 0.8208 0.495
H 4.6308 -0.5708 -2.7882 0.488
H -1.3345 -1.2854 2.1994 0.493
H -1.9271 -4.1210 -3.8975 0.483
H 4.7658 2.9432 -1.5348 0.466
H 3.3378 2.4885 -1.7489 0.483
H -0.6892 -1.7731 -3.6760 0.496
H -2.4726 2.6671 -0.4121 0.497
H 2.6964 0.8021 -2.5679 0.485
H 1.1220 -3.6289 4.0113 0.461
H -2.0503 3.0544 4.3706 0.464
H -3.9939 -3.2542 -0.8029 0.485
H -1.6030 -0.5211 3.4783 0.487
H -4.6408 0.3425 1.2841 0.446
H 1.5482 1.3252 -3.4045 0.484
H -3.2674 0.3570 -1.5185 0.499
H 3.1995 -0.5331 2.7834 0.515
H -2.4966 -3.1804 -2.8569 0.504
H 2.4376 4.1052 -0.0978 0.476
H -4.9814 3.1147 0.5415 0.486
H 5.1353 -2.6229 -0.2971 0.452
H 0.1605 -3.3397 -1.8872 0.499
H -3.6906 -0.4182 -0.2889 0.465
H 1.4609 -3.1593 -1.1333 0.493
H 4.5607 -0.5118 2.1213 0.476
```

Output
**HOMO-LUMO gap**: 8.536 eV



3.
BH14NiO5 as an isolated structure. Source: the Open Molecules 2025 dataset; level of theory: ωB97M-V with the def2-TZVPD basis set.

Geometry as XYZ:
```
21
Properties=species:S:1:pos:R:3:nbo_charge:R:1
Ni 0.0573 0.0135 -0.0515 1.586
O 0.0532 1.3073 -1.6911 -0.972
O 2.1802 -0.1391 -0.3464 -0.972
O 0.0587 -1.6894 -1.4658 -0.970
O -2.0143 -0.1827 -0.2557 -0.975
O 0.0853 -1.6233 1.3627 -0.978
B -0.1956 1.5248 1.6350 -0.823
H -2.4814 -0.9528 0.0797 0.512
H -0.6531 2.3078 0.8300 -0.024
H -0.3009 1.0848 -2.5558 0.508
H 2.7617 0.5106 0.0608 0.525
H -2.6800 0.4714 -0.4851 0.522
H 2.7144 -0.6164 -0.9863 0.502
H -0.6984 -2.0598 -1.9287 0.513
H 0.0128 2.2653 -1.6056 0.527
H 0.5391 -2.4693 1.3279 0.508
H -0.2048 -1.4885 2.2703 0.524
H 0.8966 1.0822 1.3040 -0.052
H -0.9459 0.5814 1.7740 -0.044
H 0.8295 -1.9589 -1.9731 0.503
H -0.0146 2.0311 2.7008 0.080
```

Output
**Multiplicity**: 3
**HOMO-LUMO gap (spin up / spin down)**: 9.447 / 9.376 eV
**ΔE to the lowest compared entry with this formula, charge and spin**: 0.000 eV
**Charge**: +1



4.
A 12-piece molecular cluster, BH26O11 overall in a non-equilibrium geometry. Source: the Open Molecules 2025 dataset; level of theory: ωB97M-V with the def2-TZVPD basis set.

Geometry as XYZ:
```
38
Properties=species:S:1:pos:R:3:nbo_charge:R:1
O -2.3023 -2.6738 -1.7224 -0.982
O -3.2313 0.7332 1.4946 -0.970
O 2.9377 2.7312 1.3366 -0.987
O 1.1857 1.9182 -2.9654 -0.975
O 2.1747 0.4862 3.6196 -0.930
O -3.9373 -0.4908 -1.1774 -0.974
O -0.8363 -0.6048 -3.5494 -0.980
O 2.0167 -2.1568 -2.5994 -0.972
O -1.0813 -2.6668 1.5856 -0.978
O 0.3967 4.3432 1.5916 -0.977
O 3.8287 -2.3458 0.7756 -0.938
B 0.0907 0.3902 0.5416 -0.749
H 1.3517 0.0622 0.5096 -0.055
H 0.1697 1.6472 -0.0104 -0.064
H -1.1483 -2.9188 0.6706 0.476
H -0.4443 3.8972 1.7396 0.505
H 1.1807 1.7552 -2.0394 0.485
H 1.6387 -1.4698 -2.0484 0.500
H 1.7187 0.7222 2.8516 0.483
H 2.1777 3.2822 1.8386 0.482
H 1.6017 0.9302 4.2746 0.447
H -0.0943 0.4162 1.7226 -0.068
H 2.3127 2.2392 0.6016 0.495
H 2.9007 -2.6028 -2.1744 0.470
H -3.8053 0.2642 2.1766 0.466
H -3.2753 -0.1988 -0.5524 0.519
H -0.6593 -0.3828 -0.1984 -0.061
H -3.0453 -3.2758 -1.9814 0.462
H 0.5077 1.3562 -3.3844 0.488
H 0.6607 5.1052 2.1096 0.482
H -2.8523 -1.9218 -1.3714 0.494
H -1.1843 -1.2098 -2.8384 0.503
H 3.1337 -1.7738 0.9746 0.486
H -4.8033 -0.8468 -0.7684 0.483
H -0.7873 -1.6968 1.5136 0.500
H -2.3303 0.3932 1.6316 0.506
H -0.1043 -1.1148 -3.9654 0.473
H 3.9367 -2.3228 -0.2114 0.452
```

Output
**HOMO-LUMO gap**: 8.614 eV
**ΔE to the lowest compared entry with this formula, charge and spin**: 2.468 eV
**Charge**: -1



5.
A 12-piece molecular cluster, BH26O11 overall in a non-equilibrium geometry. Source: the Open Molecules 2025 dataset; level of theory: ωB97M-V with the def2-TZVPD basis set.

Geometry as XYZ:
```
38
Properties=species:S:1:pos:R:3:nbo_charge:R:1
O 1.2156 -3.4135 2.0388 -0.977
O 0.2117 -2.2845 -1.4293 -0.993
O -1.2684 -3.4362 1.1822 -0.966
O 2.8508 -1.4869 0.1561 -0.977
O 1.7065 -0.8177 -3.1516 -0.982
O -0.4539 0.6531 -3.6710 -0.961
O -1.3002 2.2571 -1.5976 -0.989
O -2.2399 -0.7152 1.1352 -0.972
O 0.9788 3.4439 0.6656 -0.976
O -2.0008 3.7588 1.2036 -0.944
O 0.3676 0.3534 3.4853 -0.950
B 0.2792 0.4131 0.3331 -0.911
H 0.6920 2.5364 0.5636 0.498
H 1.1196 -0.2349 3.4167 0.460
H 1.8359 3.3789 1.0867 0.468
H -1.1413 -3.6182 0.2511 0.484
H 2.3175 -0.4817 -2.4959 0.475
H -2.1027 4.6357 0.8336 0.460
H 2.3147 -0.6952 0.1110 0.481
H 0.1516 -0.5265 0.8481 0.016
H 0.3691 -3.2563 1.6205 0.490
H -0.0825 0.3588 -0.6821 -0.030
H -2.1393 2.5154 -1.2162 0.481
H -0.9433 1.6173 -0.9815 0.507
H 0.2356 0.6789 2.5949 0.489
H 0.2692 -1.9689 -2.3312 0.488
H 2.2254 -2.2057 0.0644 0.490
H -1.3114 3.3546 0.6767 0.483
H 1.3069 0.7391 0.2921 0.001
H 0.1667 -1.4889 -0.8991 0.492
H -0.3123 1.1830 0.8037 -0.019
H -1.2015 0.0792 -3.8382 0.469
H -1.8417 -2.6699 1.2009 0.500
H 1.0018 -0.1704 -3.1769 0.487
H -2.5810 -0.7928 0.2442 0.458
H 1.4157 -2.5939 2.4910 0.456
H -1.4273 -0.2185 1.0387 0.512
H -0.6841 1.1192 -2.8674 0.502
```

Output
**HOMO-LUMO gap**: 10.192 eV
**ΔE to the lowest compared entry with this formula, charge and spin**: 1.125 eV
**Charge**: -1



6.
One molecule with the formula BH2NO5 in a non-equilibrium geometry. Source: the Open Molecules 2025 dataset; level of theory: ωB97M-V with the def2-TZVPD basis set.

Geometry as XYZ:
```
9
Properties=species:S:1:pos:R:3:nbo_charge:R:1
O 1.0792 -1.4180 0.0665 -0.872
O -0.7223 -0.0741 -1.0230 -0.511
O -1.0417 0.1969 1.0596 -0.404
O -2.7729 0.0933 -0.1973 -0.287
O 1.4159 0.7905 -0.0760 -0.912
N -1.6229 0.1127 -0.0081 0.743
B 0.5757 -0.2319 -0.2757 1.229
H 1.9637 -1.1203 0.4341 0.510
H 1.1253 1.6508 0.0199 0.504
```

Output
**HOMO-LUMO gap**: 12.093 eV
**ΔE to the lowest compared entry with this formula, charge and spin**: 0.214 eV
**SMILES**: O=[N+]([O-])OB(O)O



| no. | energy (Ha) |
| --- | --- |
| 1 | -1800.5485 |
| 2 | -2476.9228 |
| 3 | -1917.4842 |
| 4 | -868.0402 |
| 5 | -868.0896 |
| 6 | -457.0085 |